(1)
100
Properties=species:S:1:pos:R:3:forces:R:3:lowdin_charge:R:1 method="wB97M-V/def2-TZVPD" fmax_ha_per_bohr=0.0705 charge=+2 energy_ev=-70785.1549 homo_ev="-11.816 / -12.721" lumo_ev="-7.520 / -8.774" spin_multiplicity=5
Pd -1.886597 1.458195 -0.577481 2.883 -2.078 -0.034 0.6693
P -0.706882 1.673286 1.667214 0.465 -1.150 1.021 1.1755
P 0.634676 0.743684 -1.282671 0.013 -0.373 -2.958 1.1820
N -0.124055 0.709373 -3.154605 0.054 0.135 1.132 -0.1814
N -2.637828 2.003463 2.658705 -0.899 0.704 0.728 -0.1108
N 0.034544 1.149308 3.098475 -1.062 -0.462 -0.757 -0.2930
N 2.070708 0.141790 -1.977745 0.685 -0.543 0.617 -0.2995
N 1.662571 -2.564983 0.864681 -0.131 0.301 -0.103 0.1338
C 1.568094 -5.043362 1.114815 0.230 -0.042 0.107 0.0250
C 1.288087 -3.789124 0.472034 0.098 -0.840 0.058 -0.2703
C 0.429920 0.998857 -4.407018 -0.673 -0.069 -0.214 -0.1259
C -0.048615 0.158636 5.124799 -0.433 -0.076 -1.137 -0.0247
C -4.882755 1.713865 2.206195 -0.696 1.761 1.219 -0.0099
C 0.397111 -6.321679 -0.581187 0.071 0.343 0.028 0.0259
C -3.366390 3.004646 3.285238 1.085 -0.950 -0.865 -0.0273
C -3.600997 1.160031 2.119085 1.077 0.669 -0.064 -0.1147
C -4.747921 2.877554 3.018104 -1.142 -1.885 -1.579 0.0229
C 0.899448 1.235313 5.181156 -0.103 0.515 -1.250 -0.0239
C -2.303626 3.768697 -0.027038 -0.723 0.107 -0.297 -0.1145
C -1.475511 0.425388 -3.372370 -0.004 0.614 -0.122 -0.2220
C 0.674966 2.681948 1.019703 -0.134 1.607 0.494 -0.3572
C 2.048447 -2.686808 3.311480 -0.406 0.007 0.439 -0.0322
C 1.485871 -7.539154 1.338933 0.117 -0.161 0.163 -0.0425
C 1.144431 -6.265480 0.605472 0.077 0.180 0.389 -0.2508
C -0.553343 0.110774 3.844802 0.568 0.496 1.233 -0.1366
C -0.352054 4.924981 -1.271032 0.024 0.371 0.413 -0.1797
C -0.560823 0.912617 -5.390524 0.396 -0.004 1.317 -0.0548
C 0.104372 -5.134216 -1.273851 0.050 0.369 0.043 -0.2562
C -0.325695 3.766464 -2.174198 -0.342 0.005 -1.023 -0.1464
C -1.557784 -0.690661 0.176551 0.116 -1.842 0.604 -0.1927
C 2.658665 -1.086291 -1.655233 0.489 0.069 -0.316 -0.1269
C -1.640724 5.070872 -0.436332 0.317 0.513 0.544 -0.1455
C -3.729197 3.250568 -2.152142 0.268 -0.184 0.047 -0.1515
C -3.171820 2.969383 -0.771128 -2.196 2.764 0.835 -0.3049
C 1.449627 2.145783 -0.215210 -0.362 0.105 -0.938 -0.3019
C 0.542013 -3.924712 -0.752349 -0.032 0.348 0.082 0.0079
C 0.930283 1.823414 3.943680 0.199 -0.262 0.967 -0.1094
C -1.785524 0.612797 -4.718141 0.425 -0.452 0.757 -0.0832
C 2.616263 -2.235544 1.958978 -0.882 -0.691 0.027 -0.6149
C 4.164890 0.133492 -2.807373 -0.557 0.094 0.252 -0.0523
C -2.710967 3.915216 -3.076443 -0.414 0.024 -0.166 -0.1516
C -1.356530 3.345826 -2.915768 1.193 0.095 -1.227 -0.1263
C 3.957995 -2.899418 1.749007 0.504 -0.208 -0.387 -0.0295
C 3.013042 0.874983 -2.698401 0.731 -0.037 0.252 -0.1714
C 3.940373 -1.122448 -2.152295 -0.699 0.448 0.148 -0.0524
C -0.653247 -5.123546 -2.582776 -0.023 0.044 -0.103 -0.0442
C 2.799700 -0.716600 1.944349 -0.023 0.055 0.015 -0.0488
H 0.584464 -8.088566 1.648621 0.227 0.150 -0.207 0.0912
H 2.098901 -1.793744 -1.075245 0.067 -0.057 0.115 0.0546
H -4.059654 2.272927 -2.536177 0.233 0.244 -0.205 0.1196
H -2.178032 3.572214 1.047096 -0.568 0.046 -0.591 0.0467
H -2.320034 -1.130579 0.860054 0.076 0.715 -0.527 0.0080
H -0.227267 5.819065 -1.889419 0.114 0.095 0.190 0.1418
H -0.107935 -5.679153 -3.364353 -0.283 0.142 0.311 0.0933
H -3.029560 3.674609 -4.097106 0.085 0.364 0.097 0.1320
H -1.084638 2.682151 -3.726099 -0.041 -0.074 0.277 0.0655
H -0.321747 -0.489742 5.939945 0.048 -0.122 -0.046 0.1175
H -0.608138 -0.671732 0.741232 -0.371 -0.205 -0.367 -0.0693
H 2.065870 -7.334174 2.248017 -0.127 -0.019 -0.261 0.0800
H -3.344303 0.183897 1.739735 0.094 0.155 -0.177 0.0798
H -1.261005 -0.541387 3.375364 -0.172 -0.209 -0.002 0.1049
H -3.913130 2.399283 -0.207277 0.048 -0.164 0.443 0.0959
H 0.657228 3.412123 -2.476434 -0.176 -0.134 0.109 0.0955
H -2.767668 0.529240 -5.172350 0.254 -0.259 0.129 0.1090
H 1.406147 2.846906 1.815852 -0.152 -0.050 -0.319 0.0648
H -2.108209 0.112142 -2.533850 0.135 -0.007 -0.440 0.0689
H 4.655527 -2.611708 2.533607 -0.007 0.003 0.117 0.0964
H 0.358573 -3.009425 -1.318911 -0.075 -0.196 0.125 0.0888
H 1.730185 3.004541 -0.845509 -0.001 -0.371 0.336 0.0706
H 3.493353 -0.419707 2.740180 -0.054 -0.008 -0.176 0.0958
H -4.643451 3.855861 -2.144922 0.087 -0.054 0.504 0.1365
H 1.498393 1.551062 6.017384 -0.016 -0.057 0.092 0.1172
H -0.402257 0.969290 -6.463913 -0.027 0.188 0.351 0.1129
H 2.775704 1.845231 -3.097678 0.085 0.132 0.128 0.1018
H 0.061921 -7.291813 -0.958073 0.091 0.333 0.052 0.1362
H 0.508063 4.874867 -0.601340 0.046 0.281 -0.099 0.0925
H 2.393697 1.681826 0.121211 -0.484 -0.125 -0.180 0.0872
H -1.430537 -1.413369 -0.647054 -0.073 0.595 0.020 -0.0012
H 3.891809 -3.986590 1.724820 0.009 0.091 0.070 0.0784
H 1.042647 -2.269401 3.465951 0.217 -0.037 -0.041 0.0673
H 5.077955 0.461215 -3.280958 -0.127 -0.055 -0.118 0.1086
H -2.906209 3.760741 3.889255 0.330 0.202 0.087 0.1333
H 2.681938 -2.348546 4.151511 -0.167 -0.136 -0.407 0.0994
H 0.227432 3.684129 0.836092 0.380 -0.614 -0.166 0.0635
H 4.390457 -2.580475 0.804314 0.085 0.041 -0.192 0.0815
H 1.944379 -3.780254 3.366477 0.146 0.527 0.110 0.0701
H -2.325172 5.795327 -0.922473 0.053 -0.813 0.175 0.1343
H -1.341147 5.575463 0.507626 -0.288 -0.216 -0.481 0.1251
H 1.482829 1.191595 -4.544342 -0.219 -0.089 0.077 0.0928
H 2.090740 -8.198019 0.699651 -0.219 0.112 0.176 0.0925
H 2.147691 -5.035224 2.036573 -0.230 -0.219 -0.353 0.0861
H -1.664696 -5.549597 -2.478811 0.418 0.035 -0.039 0.0893
H -5.765827 1.315001 1.700716 0.245 0.117 0.601 0.1325
H 1.844490 -0.205368 2.133713 0.193 -0.201 -0.138 0.0475
H 1.517428 2.639415 3.576567 0.103 0.130 0.207 0.1013
H 3.209074 -0.400990 0.972770 -0.088 -0.050 0.258 0.0676
H 4.643082 -1.942198 -2.054238 -0.218 0.166 -0.057 0.1086
H -2.683075 5.008733 -2.965874 -0.240 -0.314 0.040 0.1261
H -5.560101 3.519097 3.350578 0.365 -0.099 0.010 0.1288
H -0.763399 -4.083368 -2.922650 -0.003 -0.349 -0.012 0.0699

***

(2)
109
Properties=species:S:1:pos:R:3:forces:R:3:lowdin_charge:R:1 method="wB97M-V/def2-TZVPD" fmax_ha_per_bohr=0.0073 charge=+1 energy_ev=-183888.7380 homo_ev=-10.296 lumo_ev=-2.157 relative_energy_kcal_mol=0.00 spin_multiplicity=1
Se 3.012357 4.210618 -0.644229 0.075 0.041 0.023 0.6562
Ga 0.488610 0.179326 -0.049399 0.069 -0.367 -0.013 0.5846
F -0.691788 8.999722 -1.251899 0.002 0.018 -0.003 0.1557
F 0.735357 8.327803 -2.734847 0.005 0.011 -0.008 0.1561
F 1.352756 8.594310 -0.676632 0.007 0.013 0.001 0.1610
O -1.110261 0.430601 -1.069900 -0.258 -0.104 0.120 -0.0461
O -3.291918 0.114998 -0.702546 -0.103 -0.155 -0.055 0.0736
N 1.553056 1.704142 -0.317862 -0.130 0.205 -0.016 0.0551
N -5.464304 2.089191 -1.730521 0.056 -0.023 0.024 0.2332
N 1.470448 -2.364850 1.407622 -0.219 -0.049 -0.188 0.0127
N -3.381910 2.259423 -2.711981 0.039 0.097 -0.015 0.2235
N 1.780132 -2.599402 -0.815195 -0.080 0.053 -0.056 0.0215
N -3.709010 3.078770 -0.588379 0.048 0.041 -0.016 0.1015
N -0.708351 0.699958 1.592564 0.175 -0.010 0.034 0.1148
N -0.766579 4.157904 -0.516563 -0.269 0.044 -0.088 0.0343
C -0.333167 -0.977052 4.925509 -0.013 -0.022 0.000 -0.0604
C -3.120235 1.270233 1.988355 0.020 0.060 -0.024 -0.1159
C 0.351854 8.180723 -1.463700 -0.015 -0.049 0.006 -0.5904
C -0.688448 5.104066 0.423748 0.016 -0.017 -0.023 -0.1263
C -0.073558 5.786296 -2.133014 0.021 0.008 0.028 0.0092
C -0.984782 -1.908961 4.130562 0.022 0.000 0.005 -0.0409
C 3.876211 -1.067633 -2.078813 -0.003 0.010 0.030 -0.3695
C 2.660155 -1.535414 -4.243841 -0.015 -0.003 -0.007 -0.0244
C -1.509974 -4.665072 2.917363 -0.013 0.016 -0.016 -0.0460
C 1.739836 -2.443268 -2.235758 0.006 0.032 -0.014 -0.1153
C -1.126968 -3.416277 2.120823 0.021 -0.049 -0.001 -0.3588
C 3.064273 0.983460 3.049084 -0.009 0.001 -0.009 -0.0494
C 2.731364 -1.679171 -2.862917 0.004 -0.033 0.011 -0.1274
C 4.253022 0.330497 -2.568134 -0.013 -0.015 -0.010 -0.0650
C -0.397250 -5.262269 -2.618730 -0.011 0.011 -0.012 -0.0497
C -2.354839 -2.769814 1.480882 -0.030 -0.043 -0.046 -0.0353
C -4.452486 1.776150 1.424925 -0.043 0.017 0.076 -0.1663
C 2.976661 -0.542436 3.101522 -0.002 -0.027 0.004 -0.3650
C 0.676782 -3.013805 -2.942647 -0.004 0.035 0.001 -0.1242
C -0.441983 4.503189 -1.762638 0.107 -0.070 0.052 -0.1479
C -0.027196 6.753743 -1.148622 0.004 0.031 -0.031 -0.1056
C -2.195748 0.480140 -0.339041 0.309 0.051 -0.026 -0.5833
C -4.182507 2.454321 -1.655274 -0.032 -0.011 -0.045 -0.4499
C 2.239057 -3.741341 -0.169697 0.083 -0.026 -0.041 -0.0370
C 0.937984 -0.546354 4.585017 0.024 0.001 -0.002 -0.0311
C 1.579880 -1.024193 3.443360 -0.031 0.008 -0.016 -0.1364
C 2.141006 2.713286 -0.449500 -0.001 -0.091 0.007 -0.8974
C -0.433100 -3.778694 -2.247109 -0.005 -0.001 -0.019 -0.3659
C 0.903154 -1.959745 2.650691 0.021 0.080 0.013 -0.1351
C 2.049817 -3.608985 1.160000 0.024 0.037 0.080 -0.0390
C -0.379712 -2.421162 2.985592 0.045 0.062 0.024 -0.1434
C 5.087883 -2.004031 -2.107075 -0.005 0.011 0.013 -0.0441
C -1.964824 1.200940 0.999591 0.065 0.178 0.047 -0.2657
C -0.325328 6.410958 0.160279 0.029 -0.034 0.046 0.0160
C -4.391915 3.126424 0.707773 -0.006 -0.034 -0.046 -0.1363
C 3.987952 -1.110139 4.100936 0.000 0.005 -0.008 -0.0457
C 1.636403 -2.122571 -4.969874 0.020 0.022 -0.021 -0.0578
C 0.651084 -2.847242 -4.323711 -0.012 -0.039 0.017 -0.0290
C -1.803130 -3.166938 -2.546331 -0.004 0.035 0.020 -0.0506
B 1.264062 -1.702189 0.153511 0.153 0.018 0.259 -0.4715
H -0.465973 -3.730822 1.313038 0.015 -0.005 0.003 0.1155
H -0.153511 -3.288163 -4.899762 0.004 -0.002 0.001 0.1134
H -0.297485 1.409966 2.191952 0.110 -0.057 0.008 0.1286
H 4.750648 0.299475 -3.538696 -0.004 0.001 -0.014 0.0771
H -0.811535 -0.598762 5.819902 -0.006 0.005 -0.002 0.1090
H -5.752429 1.444463 -2.446518 0.007 0.000 0.005 0.1359
H 4.998571 -0.796834 3.836885 0.006 -0.002 0.004 0.0848
H -2.581845 -3.694063 -1.991671 -0.009 -0.008 0.007 0.0782
H -5.398206 3.524696 0.557680 0.008 0.017 0.031 0.1231
H 2.358304 1.407338 2.330482 -0.012 -0.001 0.000 0.0514
H 0.594653 -5.687100 -2.460406 -0.001 -0.008 0.022 0.0803
H -3.694352 1.633632 -3.436016 -0.005 0.013 -0.011 0.1334
H 1.446679 0.167313 5.221338 0.000 0.004 -0.002 0.1157
H 2.869381 1.429523 4.026278 -0.002 0.007 -0.006 0.0791
H -2.077361 -1.939861 0.826072 0.025 0.023 0.000 0.0642
H 0.188113 6.013777 -3.155781 -0.001 -0.013 -0.004 0.1300
H -3.867935 3.871644 1.307447 0.030 -0.016 -0.023 0.1306
H -5.148201 1.884978 2.260043 0.003 0.015 -0.008 0.1240
H -0.266692 7.139851 0.956711 -0.002 -0.002 0.005 0.1337
H 4.062384 1.294949 2.740364 0.014 -0.001 0.000 0.0902
H 4.944128 0.797476 -1.865478 0.009 0.005 -0.002 0.0842
H -0.839443 -0.128342 2.178546 -0.118 -0.010 0.004 0.0887
H -2.803126 1.947399 2.790044 -0.021 -0.056 0.040 0.1267
H -2.889413 -3.492397 0.862002 -0.013 0.002 0.005 0.0878
H -0.274504 -3.699784 -1.170474 0.036 -0.011 0.022 0.1121
H -2.734512 3.374239 -0.624638 -0.025 0.062 -0.016 0.1014
H 3.557203 -0.974577 -1.037597 0.009 0.007 -0.032 0.1146
H 2.291634 -4.296231 1.953762 -0.001 -0.003 0.005 0.1318
H 3.778151 -0.755215 5.112118 0.001 -0.001 0.004 0.0826
H 3.960336 -2.200276 4.114233 0.001 -0.003 0.004 0.0842
H 4.854120 -2.967553 -1.651661 0.000 -0.007 -0.009 0.0736
H 1.603062 -2.006248 -6.045516 0.007 -0.001 -0.005 0.1073
H -2.047387 -3.243384 -3.607658 0.001 0.005 -0.003 0.0763
H -6.048572 2.138967 -0.915368 -0.015 0.037 -0.010 0.1147
H -2.388189 2.223848 -2.535593 0.011 -0.034 -0.011 0.1032
H -1.689892 2.208094 0.676811 -0.077 0.087 -0.006 0.1144
H 5.404575 -2.185140 -3.136194 0.012 0.006 -0.003 0.0871
H -2.229249 -4.432711 3.704959 -0.002 -0.001 0.005 0.0783
H -1.836825 -2.111631 -2.264259 -0.001 -0.026 -0.008 0.0698
H -1.965825 -5.405212 2.258907 -0.010 -0.008 0.002 0.0842
H -0.914224 4.792315 1.438106 -0.050 0.042 0.004 0.1123
H -0.656906 -5.405300 -3.669716 0.018 -0.004 -0.009 0.0811
H 2.683314 -4.559717 -0.712018 -0.015 -0.008 -0.009 0.1334
H -0.431800 3.706150 -2.498657 -0.089 0.006 -0.017 0.1146
H 3.228974 -0.929649 2.113490 0.012 0.009 0.005 0.1267
H 3.375675 0.973868 -2.656307 0.011 0.007 0.007 0.0710
H 5.926507 -1.564238 -1.564893 0.003 -0.006 0.008 0.0829
H -4.868120 1.025977 0.753981 0.009 -0.018 0.040 0.0990
H -3.050609 -2.399848 2.237933 -0.010 0.010 0.002 0.0810
H -1.111593 -5.826817 -2.017072 -0.016 -0.001 -0.014 0.0804
H -1.975586 -2.248569 4.406979 -0.006 -0.007 0.008 0.1156
H -3.275818 0.293377 2.453738 -0.005 -0.039 -0.084 0.1207
H 3.416035 -0.959187 -4.760654 0.009 0.006 -0.004 0.1128
H -0.635214 -5.117840 3.385451 -0.001 0.001 -0.007 0.0875

***

Among the records above, which one has the lowest charge? C39H54BF3GaN8O2Se